Entry 1:
Density functional theory data (ωB97M-V/def2-TZVPD) for C52H46Cl4N4ScSi2Te as an isolated structure.

Element x y z (Å)
Sc (-1.13538, -0.13971, -0.34624)
Cl (2.11302, -7.10304, -5.91800)
C (1.46132, -5.84906, -4.92590)
C (2.31030, -4.90792, -4.36278)
C (1.78153, -3.90288, -3.57025)
C (0.41282, -3.82855, -3.32885)
C (-0.42398, -4.78040, -3.90208)
C (0.09476, -5.78810, -4.69968)
C (-0.13254, -2.74261, -2.46237)
C (-0.25908, -1.46697, -3.02967)
C (0.09530, -1.11297, -4.37550)
C (-0.12345, 0.22067, -4.51456)
C (-0.63316, 0.70302, -3.26031)
C (-0.99941, 2.02992, -2.98657)
C (-0.79228, 3.02098, -4.08453)
C (0.30055, 3.88138, -4.04364)
C (0.51980, 4.79594, -5.06086)
C (-0.36432, 4.85331, -6.12774)
Cl (-0.09236, 5.98592, -7.40272)
C (-1.46383, 4.01004, -6.17923)
C (-1.67294, 3.09619, -5.15888)
C (-1.56357, 2.51806, -1.79536)
N (-1.80254, 1.79308, -0.65358)
C (-2.45394, 2.61542, 0.23377)
C (-2.89289, 2.25043, 1.51778)
C (-3.63044, 3.27041, 2.31377)
C (-3.00236, 4.43634, 2.74694)
C (-3.68809, 5.38004, 3.49300)
C (-5.02154, 5.16402, 3.80515)
Cl (-5.88658, 6.34085, 4.72708)
C (-5.66747, 4.01307, 3.38043)
C (-4.96967, 3.07212, 2.64202)
C (-2.69427, 0.99244, 2.11204)
C (-3.02489, 0.63988, 3.46522)
C (-2.61323, -0.64036, 3.66416)
C (-2.02912, -1.09767, 2.43536)
N (-2.08570, -0.08176, 1.51333)
C (-1.53017, -2.39000, 2.20712)
C (-1.05079, -2.90358, 0.98993)
C (-0.63910, -4.26204, 0.76757)
C (-0.27106, -4.36671, -0.53651)
C (-0.43918, -3.07236, -1.13412)
N (-0.91334, -2.20106, -0.18444)
C (-1.53695, -3.33529, 3.36386)
C (-2.54650, -4.28511, 3.49098)
C (-2.53456, -5.19066, 4.53977)
C (-1.50447, -5.14750, 5.46705)
Cl (-1.47159, -6.28914, 6.76229)
C (-0.50042, -4.19688, 5.36389)
C (-0.52163, -3.29306, 4.31324)
C (-2.62625, 3.90479, -0.37487)
C (-2.06216, 3.85160, -1.61061)
N (-0.70358, -0.34530, -2.37632)
H (3.37539, -4.96420, -4.54401)
H (2.44104, -3.16378, -3.13132)
H (-1.49125, -4.73266, -3.72344)
H (-0.55804, -6.52382, -5.14946)
H (0.46966, -1.80015, -5.11706)
H (0.03670, 0.82410, -5.39311)
H (0.98757, 3.83245, -3.20726)
H (1.37338, 5.45941, -5.03166)
H (-2.15041, 4.07091, -7.01265)
H (-2.53105, 2.43605, -5.19180)
H (-1.96240, 4.60305, 2.49867)
H (-3.19450, 6.27695, 3.84167)
H (-6.70988, 3.85975, 3.62389)
H (-5.47805, 2.17514, 2.30963)
H (-3.50657, 1.29034, 4.17658)
H (-2.70123, -1.22912, 4.56302)
H (-0.64148, -5.03842, 1.51485)
H (0.08501, -5.24560, -1.04911)
H (-3.34744, -4.31234, 2.76228)
H (-3.32028, -5.92727, 4.63837)
H (0.29277, -4.16950, 6.09851)
H (0.26210, -2.54976, 4.22722)
H (-3.12486, 4.74279, 0.08356)
H (-2.01815, 4.63768, -2.34662)
C (3.35296, -3.17457, 0.21147)
Si (4.12382, -1.62636, -0.54377)
C (5.20711, -1.98321, -2.04006)
C (5.14902, -0.69886, 0.73903)
C (2.63567, -0.55263, -1.07071)
Te (1.56634, 0.07963, 0.69483)
C (2.46534, 2.02796, 0.77201)
Si (2.31414, 2.70560, 2.54742)
C (3.28002, 1.58696, 3.71218)
C (0.46982, 2.63359, 2.93429)
C (3.04590, 4.43423, 2.59926)
H (4.10847, -3.85340, 0.61161)
H (2.76061, -3.73117, -0.51902)
H (2.68803, -2.89977, 1.03483)
H (6.02396, -2.65059, -1.75644)
H (5.65135, -1.06142, -2.42107)
H (4.66452, -2.45287, -2.86256)
H (5.96948, -1.32310, 1.09761)
H (4.54620, -0.41288, 1.60375)
H (5.58925, 0.20767, 0.31614)
H (1.93904, -1.12628, -1.68089)
H (2.90993, 0.34901, -1.61845)
H (1.98523, 2.67504, 0.03842)
H (3.51147, 1.89187, 0.49470)
H (2.94179, 0.55058, 3.65150)
H (3.16701, 1.91643, 4.74693)
H (4.34612, 1.60949, 3.47503)
H (0.14430, 1.59840, 3.08113)
H (-0.10488, 3.04777, 2.10180)
H (0.21195, 3.18662, 3.83937)
H (4.10787, 4.39850, 2.34762)
H (2.96046, 4.85193, 3.60475)
H (2.56104, 5.12460, 1.90699)

- maximum force (eV/A) = 0.90
- electronic energy (eV) = -154471.66762
- net charge = +1
- molecular weight (g/mol) = 1097.51

---

Entry 2:
Density functional theory data (ωB97M-V/def2-TZVPD) for C52H48BrCl5CrN9O3P2Se2 as an isolated structure at a distorted geometry.

Element x y z (Å)
Cr (1.28326, -0.30716, 0.84778)
C (-0.71701, 2.55220, 1.49995)
N (-0.09902, 2.31771, 2.79479)
C (-0.39058, 3.33854, 3.79102)
C (-0.06474, 2.66488, 5.11902)
N (0.26189, 1.29708, 4.73381)
C (1.11994, 0.56538, 5.64947)
C (0.23028, 1.13804, 3.36366)
N (0.49792, 0.00808, 2.73620)
C (0.24776, -1.23968, 3.47170)
C (1.47417, -2.15569, 3.51334)
N (1.51126, -3.03190, 2.33069)
C (2.47877, -3.92244, 2.13515)
N (2.39859, -4.92059, 1.24550)
C (1.27992, -5.37997, 0.44350)
C (3.70073, -5.52460, 1.00864)
C (4.48781, -5.07837, 2.22971)
N (3.71832, -3.93163, 2.71683)
C (4.15017, -3.40501, 4.00673)
H (-0.40202, 3.53738, 1.15031)
H (-1.80240, 2.52649, 1.59337)
H (-0.40358, 1.82264, 0.77091)
H (-1.44367, 3.61851, 3.71924)
H (0.20942, 4.23246, 3.61197)
H (-0.90135, 2.68930, 5.81847)
H (0.79906, 3.12345, 5.60657)
H (1.82078, 1.25679, 6.12431)
H (1.70707, -0.17514, 5.12489)
H (0.53368, 0.07803, 6.43229)
H (-0.59015, -1.75883, 2.99750)
H (-0.07300, -1.04387, 4.49024)
H (1.40842, -2.78866, 4.39854)
H (2.35832, -1.52743, 3.56845)
H (1.29644, -6.47104, 0.45701)
H (0.34380, -5.01908, 0.84911)
H (1.36960, -5.03582, -0.58869)
H (4.12657, -5.15187, 0.07469)
H (3.59936, -6.60698, 0.94356)
H (5.49984, -4.76161, 1.97941)
H (4.54080, -5.85810, 2.99682)
H (5.20363, -3.65999, 4.10667)
H (3.61141, -3.85990, 4.84176)
H (4.08167, -2.32498, 4.06486)
Se (-1.58130, -2.76263, -4.79967)
P (-1.69310, -0.78104, -4.10707)
C (-3.36327, -0.07235, -4.27309)
C (-3.51880, 1.28165, -4.57587)
C (-4.78419, 1.81956, -4.75433)
C (-5.90261, 1.00917, -4.64153)
C (-5.75279, -0.34291, -4.36666)
C (-4.48850, -0.88620, -4.18843)
C (-0.71164, 0.41011, -5.06059)
C (-0.19883, 1.57955, -4.50663)
C (0.48880, 2.47532, -5.31165)
C (0.67930, 2.20304, -6.65963)
C (0.17599, 1.03460, -7.20945)
C (-0.51753, 0.13850, -6.41101)
C (-1.05016, -0.59337, -2.40249)
C (-1.48684, -0.31791, -1.08828)
N (-0.37239, -0.20947, -0.36429)
N (0.66032, -0.42764, -1.14012)
N (0.30338, -0.68333, -2.36424)
P (-3.06251, -0.24609, -0.20961)
Se (-2.94525, -0.27400, 1.90196)
C (-3.79264, 1.31536, -0.77391)
C (-3.00944, 2.21034, -1.50098)
C (-3.49173, 3.47787, -1.80091)
C (-4.76111, 3.85273, -1.39095)
C (-5.54291, 2.96717, -0.65587)
C (-5.05589, 1.71233, -0.33203)
C (-3.94710, -1.72956, -0.74472)
C (-5.33534, -1.80855, -0.65362)
C (-5.98429, -2.99334, -0.95276)
C (-5.25286, -4.11306, -1.33564)
C (-3.87116, -4.04327, -1.40656)
C (-3.21507, -2.85697, -1.10609)
H (-2.64888, 1.91719, -4.67328)
H (-4.89175, 2.87088, -4.99054)
H (-6.89118, 1.43001, -4.78006)
H (-6.62271, -0.98166, -4.29798)
H (-4.36700, -1.94696, -4.02899)
H (-0.31003, 1.80243, -3.45284)
H (0.88952, 3.37320, -4.87044)
H (1.23401, 2.89797, -7.27841)
H (0.32565, 0.81847, -8.25995)
H (-0.90311, -0.78521, -6.82577)
H (-2.01241, 1.93149, -1.82070)
H (-2.86876, 4.16851, -2.35625)
H (-5.14128, 4.83766, -1.63258)
H (-6.52668, 3.26353, -0.31464)
H (-5.63602, 1.06517, 0.31296)
H (-5.91821, -0.94675, -0.35885)
H (-7.06410, -3.04311, -0.88987)
H (-5.76316, -5.03799, -1.57410)
H (-3.29342, -4.90421, -1.71614)
H (-2.13455, -2.82305, -1.15827)
O (-0.00600, -2.93093, 0.50681)
C (0.78046, -2.29433, 1.12256)
Cl (3.49127, 1.06793, 3.32244)
C (4.16191, -0.06196, 2.17580)
C (3.33702, -0.69107, 1.24001)
C (4.02770, -1.54581, 0.36998)
Cl (3.16967, -2.31702, -0.94111)
C (5.39197, -1.82494, 0.45766)
Cl (6.15125, -2.94712, -0.61575)
C (6.15221, -1.20152, 1.43650)
Cl (7.83330, -1.53847, 1.58228)
C (5.53413, -0.29780, 2.29220)
Cl (6.47975, 0.49398, 3.49779)
Br (3.59724, 4.24610, -2.33718)
C (3.34123, 4.58716, -0.49531)
C (4.04396, 5.65774, 0.04037)
C (3.95176, 5.94122, 1.39267)
C (3.17451, 5.13789, 2.21386)
C (2.50250, 4.05614, 1.67153)
C (2.55454, 3.76809, 0.30766)
C (1.73991, 2.57792, -0.16419)
O (0.99242, 2.66213, -1.12831)
O (1.86461, 1.59677, 0.66277)
H (4.66776, 6.26018, -0.60553)
H (4.50122, 6.77877, 1.80303)
H (3.10819, 5.34469, 3.27479)
H (1.91786, 3.39446, 2.30022)

- maximum force (eV/A) = 1.28
- energy relative to the best compared isomer or geometry (same formula, charge and spin) (eV) = 0.000
- multiplicity = 4
- net charge = 0
- molecular weight (g/mol) = 1376.05